a) # C6H9NO

A 2-piece molecular cluster, C6H9NO overall (wB97M-V/def2-TZVPD, the Open Molecules 2025 dataset).

Last column: Löwdin charge in e.
Cartesian coordinates (Å):
1 C 2.9430 0.0177 -0.0467  -0.0921
2 C 2.2855 -1.1761 -0.0796  -0.0924
3 C 0.8551 -1.1227 -0.3010  -0.1161
4 N 0.1565 0.0247 -0.2519  -0.0008
5 C 0.8004 1.2489 -0.1995  -0.1102
6 C 2.2071 1.3045 -0.0610  -0.0440
7 H 4.0248 -0.1812 0.2811  0.1266
8 H 2.5810 -2.2310 0.0362  0.1076
9 H 0.0925 -1.8888 -0.5939  0.1243
10 H 0.0981 2.0488 -0.0543  0.1005
11 H 2.8650 2.2598 -0.0324  0.1232
12 C -3.5025 -0.0818 0.3541  -0.2017
13 O -2.7248 0.2092 -0.7986  -0.1918
14 H -4.5520 0.0037 0.3716  0.0449
15 H -3.2353 -1.1162 0.8167  0.0952
16 H -3.1798 0.6181 1.1458  0.0647
17 H -1.7145 0.0625 -0.5868  0.0620

Results
2S+1: 1
HOMO-LUMO gap: 9.839 eV
Net charge: 0
Structure (SMILES): c1ccncc1.CO

***

b) # C6H9NO

A single C6H9NO molecule (wB97M-V/def2-TZVPD, the Open Molecules 2025 dataset).

Last column: Löwdin charge in e.
Cartesian coordinates (Å):
1 C 0.8373 0.9941 -2.4298  0.0514
2 C 0.6622 1.0374 -1.2310  -0.0326
3 C -0.6598 0.4403 -0.1279  -0.2821
4 C -1.6473 -0.5506 -0.6868  -0.0529
5 N 0.1367 0.0580 0.9453  -0.1791
6 C 0.6789 -1.2872 1.0452  -0.0565
7 C 0.9129 1.1292 1.5170  -0.2841
8 O 0.5070 2.2616 1.6537  0.0585
9 H 1.0401 1.1253 -3.4695  0.0136
10 H -1.1314 1.4017 0.0817  0.1250
11 H -2.1814 -0.1194 -1.5360  0.0859
12 H -1.1514 -1.4618 -1.0304  0.0696
13 H -2.3776 -0.8313 0.0808  0.0947
14 H 0.3311 -1.9986 0.2968  0.0786
15 H 0.4093 -1.6859 2.0249  0.0892
16 H 1.7677 -1.2854 0.9383  0.0868
17 H 1.8655 0.7727 1.9278  0.1341

Results
2S+1: 1
HOMO-LUMO gap: 9.684 eV
Net charge: 0
Structure (SMILES): C#C[C@@H](C)N(C)C=O

***

c) # C6H9NO

C6H9NO as an isolated structure (wB97M-V/def2-TZVPD, the Open Molecules 2025 dataset).

Last column: Löwdin charge in e.
Cartesian coordinates (Å):
1 C 1.4846 -0.6276 0.2338  -0.1412
2 C 0.5988 1.0525 -0.4113  -0.4607
3 C 1.6594 0.0507 -1.0504  -0.0353
4 C -0.5403 0.2563 0.0008  -0.2332
5 C -1.3996 1.0178 1.0427  0.0019
6 C -1.1475 -0.9276 -0.7007  -0.0519
7 N 1.8907 -1.3479 1.1360  0.1858
8 O 0.9479 2.1706 -0.0179  0.0171
9 H 2.6886 0.4194 -1.1870  0.1312
10 H 1.2759 -0.3334 -1.9718  0.1104
11 H -1.3500 1.9511 0.6064  0.0607
12 H -0.8714 0.9134 1.9458  0.0797
13 H -2.2881 0.5247 1.0928  0.0396
14 H -1.9861 -1.1942 -0.0158  0.0966
15 H -0.6713 -1.7810 -1.0217  0.0516
16 H -1.5709 -0.6074 -1.5998  0.0659
17 H 1.2792 -1.5374 1.9180  0.0819

Results
2S+1: 1
HOMO-LUMO gap: 8.614 eV
Net charge: 0

***

d) # C6H9NO

A single C6H9NO molecule (wB97M-V/def2-TZVPD, the Open Molecules 2025 dataset).

Last column: Löwdin charge in e.
Cartesian coordinates (Å):
1 C -2.1520 1.4959 0.3559  -0.0966
2 C -1.0698 0.3995 0.6444  -0.2514
3 C -1.6627 -0.6579 1.6864  -0.0830
4 C 0.0141 0.0041 -0.0885  -0.1659
5 C 0.7998 0.8447 -0.9773  -0.0945
6 N 1.8586 0.2701 -1.4762  0.1052
7 O 1.9726 -1.0032 -0.8350  -0.1430
8 C 0.9640 -1.1916 0.1152  -0.1780
9 H -2.0344 2.1432 -0.7329  0.1316
10 H -3.1432 1.0010 0.1872  0.0583
11 H -2.3608 2.2608 1.2220  0.0943
12 H -1.5515 -0.2629 2.8382  0.1185
13 H -0.9203 -1.5426 1.6736  0.0592
14 H -2.7318 -1.1034 1.5934  0.0919
15 H 0.6930 1.8166 -1.2417  0.0838
16 H 0.4342 -2.1874 -0.0378  0.1371
17 H 1.4628 -1.3581 1.0952  0.1324

Results
2S+1: 1
HOMO-LUMO gap: 8.928 eV
Net charge: 0
Structure (SMILES): CC(C)=C1C=NOC1

***

Stability check: which of them is least stable? c).

***

a) # C14H16

A 2-piece molecular cluster, C14H16 overall (wB97M-V/def2-TZVPD, the Open Molecules 2025 dataset).

Last column: Löwdin charge in e.
Cartesian coordinates (Å):
1 C -1.3642 2.1617 -3.9747  -0.0630
2 C -1.9185 1.4569 -2.7931  -0.2947
3 C -1.0633 0.7648 -1.9220  -0.0562
4 C -1.5090 0.3252 -0.6886  -0.0864
5 C -2.8747 0.3887 -0.3102  -0.0813
6 C -3.7308 0.9818 -1.2316  -0.1008
7 C -3.2524 1.4715 -2.4370  -0.0719
8 H -0.8757 3.0558 -3.5751  0.0828
9 H -1.9936 2.7791 -4.6236  0.0785
10 H -0.6354 1.5269 -4.5119  0.0902
11 H -0.0501 0.5286 -2.2049  0.1062
12 H -0.8995 -0.2264 0.0161  0.0929
13 H -3.2231 -0.0339 0.6179  0.0938
14 H -4.7283 1.3490 -0.9734  0.1045
15 H -3.9612 1.8859 -3.1479  0.1090
16 C 1.9747 0.9830 1.9548  -0.0558
17 C 2.1128 -0.5088 2.1971  -0.2868
18 C 2.9877 -1.1911 1.3259  -0.0581
19 C 2.9703 -2.5797 1.2241  -0.0838
20 C 2.1198 -3.2467 2.1039  -0.1149
21 C 1.4027 -2.5944 3.1036  -0.0896
22 C 1.3407 -1.1919 3.1143  -0.0576
23 H 1.8283 1.0894 0.8805  0.0671
24 H 2.9209 1.4876 2.1608  0.0797
25 H 1.0956 1.4467 2.3965  0.0760
26 H 3.5201 -0.6061 0.5721  0.1118
27 H 3.6687 -3.2060 0.6916  0.0990
28 H 2.1256 -4.3447 2.0862  0.1013
29 H 1.1183 -3.2037 3.9549  0.1005
30 H 0.8937 -0.7494 3.9938  0.1077

Results
2S+1: 1
HOMO-LUMO gap: 9.805 eV
Net charge: 0
Structure (SMILES): Cc1ccccc1.Cc1ccccc1

***

b) # C14H16

C14H16 as an isolated structure (wB97M-V/def2-TZVPD, the Open Molecules 2025 dataset).

Last column: Löwdin charge in e.
Cartesian coordinates (Å):
1 C 3.6886 -1.1547 -0.0326  -0.0688
2 C 3.9538 0.1722 0.2909  -0.1010
3 C 2.3597 -1.5221 -0.3470  -0.0240
4 C 2.9472 1.1248 0.2200  -0.0240
5 C 1.3325 -0.5962 -0.3076  -0.1492
6 C 1.6326 0.7647 -0.0770  -0.1733
7 C -0.0866 -0.9409 -0.3312  -0.2103
8 C 0.4145 1.5163 0.0015  -0.0951
9 C -0.8459 0.0803 0.0157  -0.0108
10 C 0.2000 2.8198 0.0662  0.0427
11 C -0.5113 -2.3650 -0.2455  -0.0340
12 C -2.9654 0.1709 -1.1274  -0.0405
13 C -2.7607 0.1997 1.4592  -0.0623
14 C -2.1623 0.6845 0.0889  -0.3710
15 H 4.5768 -1.7474 -0.2834  0.1053
16 H 4.9292 0.5043 0.4432  0.0780
17 H 2.1410 -2.4668 -0.8616  0.1107
18 H 3.2247 2.1771 0.4941  0.1267
19 H -0.8141 3.3163 -0.0170  0.0743
20 H 1.0018 3.5247 -0.1102  0.0561
21 H -0.3970 -2.7548 0.7743  0.1048
22 H 0.0788 -2.9019 -0.8838  0.0272
23 H -1.4894 -2.7208 -0.6174  0.0944
24 H -2.4315 -0.4848 -1.7423  0.0457
25 H -3.1036 1.0059 -1.8006  0.0686
26 H -3.9976 -0.2334 -0.8223  0.1088
27 H -3.7213 0.6294 1.6410  0.0564
28 H -2.1040 0.3893 2.3406  0.0872
29 H -2.8690 -0.9157 1.5889  0.0904
30 H -2.2213 1.7243 0.1822  0.0869

Results
2S+1: 1
HOMO-LUMO gap: 8.542 eV
Net charge: 0

***

Stability check: which of them is least stable? b).

***

a) # C14H16

A 2-piece molecular cluster, C14H16 overall (wB97M-V/def2-TZVPD, the Open Molecules 2025 dataset).

Last column: Löwdin charge in e.
Cartesian coordinates (Å):
1 C -1.2304 -2.9753 2.0383  -0.0703
2 C -1.1983 -1.4854 1.8490  -0.3039
3 C -0.3667 -0.6818 2.6709  -0.0631
4 C -0.3669 0.6987 2.5308  -0.0726
5 C -1.2821 1.3118 1.5540  -0.0941
6 C -2.1401 0.5155 0.7588  -0.0980
7 C -2.0243 -0.8702 0.9347  -0.0921
8 H -0.6951 -3.3156 3.0307  0.1067
9 H -0.7191 -3.2955 1.0745  0.0935
10 H -2.2857 -3.3979 2.2400  0.0991
11 H 0.0826 -0.9478 3.5530  0.0735
12 H 0.1401 1.5017 3.1565  0.1147
13 H -1.3663 2.4366 1.3031  0.1145
14 H -2.8953 1.0769 0.0808  0.1332
15 H -2.7821 -1.3809 0.5683  0.0590
16 C 3.0241 -0.8928 -1.3724  -0.0612
17 C 1.8376 0.1223 -1.3663  -0.2956
18 C 0.5812 -0.4316 -1.4866  -0.0815
19 C -0.3991 0.2965 -2.2047  -0.0717
20 C -0.0735 1.6449 -2.4884  -0.0781
21 C 1.0961 2.2020 -1.9062  -0.0937
22 C 2.2023 1.4495 -1.5685  -0.0551
23 H 3.0700 -1.2424 -2.4034  0.0658
24 H 2.7100 -1.8029 -0.5795  0.1321
25 H 4.0248 -0.5817 -1.0744  0.0531
26 H 0.2287 -1.3889 -1.1527  0.0979
27 H -1.1285 -0.3518 -2.6954  0.1070
28 H -0.7191 2.2007 -3.0637  0.0648
29 H 1.1372 3.2771 -2.0867  0.0971
30 H 3.2387 1.7882 -1.6112  0.1189

Results
2S+1: 1
HOMO-LUMO gap: 9.550 eV
Net charge: 0
Structure (SMILES): Cc1ccccc1.Cc1ccccc1

***

b) # C14H16

A 2-piece molecular cluster, C14H16 overall (wB97M-V/def2-TZVPD, the Open Molecules 2025 dataset).

Last column: Löwdin charge in e.
Cartesian coordinates (Å):
1 C -1.9373 -1.7426 1.1653  -0.0659
2 C -0.7997 -2.2581 0.3419  -0.3050
3 C 0.4324 -2.5273 0.9467  -0.0556
4 C 1.5687 -2.7001 0.1778  -0.0890
5 C 1.5025 -2.7195 -1.2114  -0.0983
6 C 0.2558 -2.5593 -1.8016  -0.0928
7 C -0.8873 -2.3504 -1.0438  -0.0635
8 H -1.5579 -1.2388 2.0607  0.0698
9 H -2.5651 -2.5021 1.6552  0.0852
10 H -2.5896 -1.0716 0.6217  0.0753
11 H 0.4847 -2.4938 2.0275  0.1115
12 H 2.5254 -2.7390 0.6850  0.1020
13 H 2.4011 -2.7826 -1.8065  0.0994
14 H 0.2086 -2.6563 -2.8832  0.1033
15 H -1.8586 -2.2528 -1.5117  0.1132
16 C -1.5516 1.9882 1.3605  -0.0528
17 C -0.3778 2.2014 0.4507  -0.2727
18 C 0.2813 3.4208 0.4752  -0.0537
19 C 1.2857 3.6612 -0.4693  -0.0978
20 C 1.7640 2.6471 -1.2687  -0.1039
21 C 1.2269 1.3607 -1.1421  -0.0800
22 C 0.1541 1.1424 -0.2896  -0.0325
23 H -1.7504 2.7761 2.0860  0.0759
24 H -1.6384 0.9838 1.7733  0.0487
25 H -2.4655 2.0158 0.7357  0.0890
26 H 0.0248 4.2409 1.1344  0.1075
27 H 1.6952 4.6635 -0.5381  0.0994
28 H 2.5159 2.8421 -2.0236  0.0973
29 H 1.8430 0.5336 -1.4869  0.0993
30 H -0.1905 0.1167 -0.2209  0.0866

Results
2S+1: 1
HOMO-LUMO gap: 9.810 eV
Net charge: 0
Structure (SMILES): Cc1ccccc1.Cc1ccccc1

***

Stability check: which of them is least stable? a).

***

a) # C14H16

A 2-piece molecular cluster, C14H16 overall (wB97M-V/def2-TZVPD, the Open Molecules 2025 dataset).

Last column: Löwdin charge in e.
Cartesian coordinates (Å):
1 C -0.0355 1.4396 1.4724  -0.0645
2 C 1.3305 0.9016 1.2420  -0.3071
3 C 1.8294 -0.1915 1.9226  -0.0615
4 C 3.1754 -0.6182 1.8158  -0.0683
5 C 4.0169 0.1242 0.9688  -0.1040
6 C 3.4959 1.1600 0.2396  -0.1072
7 C 2.1918 1.5868 0.3694  -0.0451
8 H -0.5316 1.6140 0.5250  0.0737
9 H -0.1411 2.3021 2.1571  0.0891
10 H -0.6511 0.7005 2.0775  0.0789
11 H 1.2307 -0.8570 2.5626  0.1110
12 H 3.5586 -1.4306 2.3945  0.0897
13 H 5.0708 -0.1125 1.1046  0.1022
14 H 4.1790 1.6506 -0.4293  0.0979
15 H 1.8891 2.5816 0.0520  0.1175
16 C -2.3724 -1.3247 0.8837  -0.0538
17 C -2.0401 -0.8949 -0.5404  -0.2796
18 C -0.8180 -0.8867 -1.1337  -0.0734
19 C -0.6177 -0.5830 -2.4897  -0.0770
20 C -1.7374 -0.3576 -3.2444  -0.1063
21 C -2.9833 -0.1581 -2.6113  -0.0893
22 C -3.1794 -0.3669 -1.2488  -0.0366
23 H -1.7395 -2.0808 1.3338  0.0765
24 H -3.3940 -1.7119 0.7567  0.0748
25 H -2.4711 -0.4680 1.5370  0.0593
26 H 0.0108 -1.1504 -0.4935  0.1046
27 H 0.3472 -0.6166 -2.9755  0.1032
28 H -1.7153 -0.2317 -4.3133  0.0947
29 H -3.8070 0.1744 -3.2366  0.0961
30 H -4.0915 -0.1939 -0.6986  0.1044

Results
2S+1: 1
HOMO-LUMO gap: 9.877 eV
Net charge: 0
Structure (SMILES): Cc1ccccc1.Cc1ccccc1

***

b) # C14H16

A single C14H16 molecule (wB97M-V/def2-TZVPD, the Open Molecules 2025 dataset).

Last column: Löwdin charge in e.
Cartesian coordinates (Å):
1 C 0.3247 -3.5629 -0.0963  0.0408
2 C -0.1621 -2.3870 -0.4778  -0.1765
3 C 0.0284 -1.0990 -0.0056  -0.0715
4 C 0.9885 -0.3950 0.9065  -0.1111
5 C 2.2524 -0.8807 1.6011  -0.0324
6 C 0.7323 1.0335 0.9023  -0.1580
7 C 1.3624 1.9868 1.7119  -0.0230
8 C 0.9864 3.3202 1.4556  -0.0750
9 C -0.0520 3.6336 0.5474  -0.0837
10 C -0.6526 2.6676 -0.2566  -0.0135
11 C -0.2144 1.3447 -0.1125  -0.1395
12 C -0.7252 0.1127 -0.7684  -0.4540
13 C -0.4697 -0.0563 -2.2861  -0.0532
14 C -2.2831 0.0548 -0.5311  -0.0265
15 H 0.3929 -4.3377 -0.7387  0.0145
16 H 1.1229 -3.6596 0.6572  0.0567
17 H -0.9219 -2.4890 -1.1924  0.0788
18 H 1.9773 -0.8299 2.5994  0.0506
19 H 2.9238 -0.0116 1.3593  0.0912
20 H 2.5620 -1.9574 1.2083  0.1173
21 H 2.0917 1.6756 2.3866  0.0819
22 H 1.5319 4.1875 2.0200  0.1309
23 H -0.3643 4.6452 0.4643  0.0862
24 H -1.4018 3.0105 -0.8485  0.0793
25 H -1.1581 -0.9442 -2.7462  0.1196
26 H 0.5385 -0.3386 -2.6500  0.0819
27 H -0.8372 0.8922 -2.8558  0.1041
28 H -2.5084 -1.0179 -0.6773  0.0721
29 H -2.7947 0.6668 -1.2671  0.0666
30 H -2.4158 0.5095 0.5791  0.1455

Results
2S+1: 1
HOMO-LUMO gap: 7.381 eV
Net charge: 0
Structure (SMILES): C=CC1=C(C)c2ccccc2C1(C)C

***

Stability check: which of them is least stable? b).